20
Properties=species:S:1:pos:R:3 method="wB97M-V/def2-TZVPD" homo_lumo_gap_ha=0.3728 smiles="CC(C)=O.O=C=NCl.CO" e_homo_ev=-9.86 energy_ha=-937.0806
C -2.95 -0.76 0.75
C -1.81 -1.70 1.22
C -2.25 -2.93 1.96
O -0.64 -1.42 1.10
H -3.15 -0.12 1.60
H -2.59 -0.05 0.02
H -3.95 -1.31 0.59
H -1.65 -3.04 2.90
H -2.12 -3.77 1.28
H -3.23 -2.76 2.17
O 0.34 0.34 -0.90
C 1.04 -0.23 -0.17
N 1.85 -0.59 0.63
Cl 2.26 -2.16 1.11
C 3.01 3.81 -2.46
O 3.75 2.55 -2.69
H 3.36 4.47 -3.20
H 3.27 4.23 -1.48
H 1.86 3.46 -2.52
H 3.60 1.98 -1.91